This record from OMol25 describes C41H110F6N21O25S3Sn2 as an isolated structure at a distorted geometry. The level of theory is the ωB97M-V functional and the def2-TZVPD basis.

As for the charge: +1. Its HOMO energy is -0.3574 hartree. The HOMO-LUMO gap is 0.294 Eh.

XYZ file:
```
208
Properties=species:S:1:pos:R:3:forces:R:3:mulliken_charge:R:1
Sn -1.075932 1.113880 2.608945 0.3 -0.1 -0.1 1.7221
Sn 0.194644 -2.915039 1.720671 -0.1 0.7 0.1 1.1012
S -1.038596 -1.639122 -0.715251 1.7 0.3 0.1 0.7412
O -1.936053 -1.996415 0.417270 0.4 0.6 -0.3 1.3593
O -1.497725 -2.225820 -1.944188 -0.5 -0.3 -0.9 -0.9837
O -0.764263 -0.181734 -0.874285 -1.1 -1.1 0.4 -0.7639
O 0.320569 -2.278933 -0.342619 -0.5 0.3 0.3 -0.6573
C 4.839261 5.851726 3.352605 -0.8 0.6 1.5 0.3779
F 4.814526 6.275592 2.082294 0.5 -0.5 0.6 -0.1861
F 5.925157 5.130047 3.654088 -0.1 0.6 -0.6 -0.2060
F 4.783647 6.954962 4.160870 0.5 -1.0 -0.8 -0.2091
S 3.313428 4.847338 3.715892 1.8 1.9 -0.6 0.8480
O 2.318740 5.843032 3.471301 -1.2 0.0 0.4 -0.6452
O 3.424165 3.783603 2.776054 -0.5 -1.4 -0.8 -0.6313
N 3.418661 4.274266 5.138531 -0.2 -0.3 0.3 -0.2383
S 3.705064 4.583152 6.646186 1.4 2.0 0.6 1.0068
O 3.554226 3.346311 7.325790 -0.7 -1.1 0.7 -0.6635
O 4.869637 5.358345 6.999323 -0.8 -0.3 -1.0 -0.6517
C 2.287727 5.688918 7.198333 0.7 0.3 0.1 0.6588
F 2.410390 6.055127 8.495057 -0.3 -0.7 -1.2 -0.2289
F 2.135553 6.800642 6.471162 0.4 -0.4 0.2 -0.2129
F 1.195170 4.946179 6.983174 -0.9 -0.1 0.6 -0.2639
C -2.525727 5.165406 -3.514262 1.0 0.2 -1.4 -1.8544
C -1.276948 5.270691 -4.461217 0.6 0.2 0.4 1.5248
C 0.007758 5.140803 -3.583373 -0.2 -1.2 -0.4 -0.5779
C 1.242737 4.685049 -4.368165 0.5 2.7 0.0 -0.9476
C 1.023242 3.342587 -4.996728 -1.5 1.6 -0.6 -0.9475
C -0.151334 3.455026 -6.061013 0.4 0.4 1.9 1.2124
N -1.339007 4.029992 -5.324352 0.5 1.0 0.5 1.3229
O -2.444059 4.211646 -6.220090 -0.9 -2.7 1.6 -0.6665
C 0.240259 4.254243 -7.282305 1.1 -1.5 -0.7 -1.7528
C -0.545500 2.045519 -6.405522 -1.1 -1.3 -0.7 -1.5603
C -1.299824 6.643213 -5.222993 -0.3 -0.7 0.8 -1.8035
H -3.379198 5.119459 -4.132515 -1.1 0.1 -0.9 0.5094
H -2.695876 6.003356 -2.869672 0.4 0.6 0.6 0.4460
H -2.556265 4.229804 -3.006143 0.3 -0.6 0.7 0.1140
H 0.249496 5.975333 -2.933269 -0.3 0.6 -0.3 0.6145
H -0.182518 4.324579 -2.889212 -0.2 -0.3 0.4 -0.2042
H 2.141020 4.833716 -3.710905 -0.6 -0.7 -0.5 0.4086
H 1.385987 5.474605 -5.157114 0.1 -0.8 0.5 0.2718
H 0.778424 2.658891 -4.208395 -0.2 -0.8 0.2 0.0013
H 1.893292 3.058355 -5.515039 1.1 -0.8 -0.6 0.6357
H 0.729928 5.209789 -7.033781 -0.6 -0.3 -0.4 0.3083
H 0.986994 3.592856 -7.847741 -0.9 1.1 0.5 0.4270
H -0.675866 4.292385 -7.884091 0.4 0.7 -0.1 0.3796
H -0.884481 1.532877 -5.499382 0.6 -0.1 -0.2 0.0941
H -1.451857 1.994596 -7.028897 0.3 0.4 0.0 0.4264
H 0.186977 1.418235 -6.953821 0.0 0.6 0.5 0.3551
H -1.419616 7.445363 -4.464088 -0.1 -0.4 -0.5 0.4360
H -2.125884 6.644400 -5.938501 0.0 0.1 0.2 0.4090
H -0.385249 6.847445 -5.767337 0.2 -0.1 -0.1 0.3011
H -3.005844 3.430142 -5.822894 0.9 1.9 -1.3 0.4723
C 4.457316 -2.397338 -2.412619 0.0 2.5 -0.2 -2.3683
C 4.288576 -2.333556 -3.912638 0.6 0.2 -0.6 2.3096
C 5.242912 -1.210452 -4.433627 -0.2 -0.6 -0.5 -1.3166
C 5.497602 -1.238841 -5.951232 1.4 0.5 0.4 -0.9053
C 5.885833 -2.662654 -6.414325 -0.1 0.7 0.9 -1.3588
C 4.937567 -3.738941 -5.902078 -0.5 -0.3 0.8 1.9611
N 4.791465 -3.639897 -4.406873 0.1 0.3 -1.4 -0.1540
O 3.813509 -4.636193 -4.082529 0.9 -1.1 1.6 -0.3611
C 3.578066 -3.691170 -6.589242 0.2 -1.1 -1.6 -1.5501
C 5.545439 -5.096808 -6.253696 2.2 1.2 1.6 -2.1578
C 2.807035 -1.921881 -4.254481 1.2 0.5 0.6 -1.5272
H 4.348500 -1.346479 -2.123514 -0.6 0.1 0.4 0.4136
H 5.436512 -2.579803 -2.004444 0.5 -1.0 -0.4 0.5100
H 3.671496 -2.955306 -2.000428 -0.9 -1.0 1.0 0.4258
H 4.872107 -0.237083 -4.106228 -0.3 0.0 -0.1 0.4389
H 6.218652 -1.290964 -3.949534 0.0 -0.4 0.1 0.4450
H 6.303622 -0.495509 -6.105827 0.5 -0.8 0.1 0.4389
H 4.816367 -0.691818 -6.563865 -1.6 -0.4 -0.3 0.4295
H 6.891044 -2.874819 -6.003319 -0.3 0.0 -0.4 0.3426
H 5.857510 -2.791466 -7.491656 0.4 0.3 -0.2 0.4856
H 3.631736 -4.493327 -7.371018 -0.4 0.7 0.5 0.4984
H 2.730641 -3.935385 -5.957021 0.1 0.2 0.0 0.1035
H 3.451575 -2.784819 -7.153487 -0.4 0.6 0.0 0.3391
H 4.847333 -5.887960 -6.144880 -0.4 -0.8 -0.2 0.4637
H 6.050573 -4.999046 -7.200685 -0.5 -0.4 -0.8 0.4799
H 6.426280 -5.246900 -5.587954 -0.6 -0.2 0.0 0.4786
H 2.093817 -2.687354 -4.000366 -0.2 -0.5 -0.2 0.1572
H 2.705148 -1.556174 -5.287583 -0.1 -0.3 0.5 0.3639
H 2.590734 -1.104407 -3.545757 0.0 0.0 -0.4 0.2786
H 4.321992 -5.253126 -3.480017 -0.9 1.0 -1.1 0.3217
C -3.018781 -5.582184 5.650411 1.7 -0.5 -2.7 0.3821
O -2.489132 -5.160346 4.596585 0.3 -1.2 0.4 -0.5344
N -2.959275 -6.885911 6.069516 -1.2 0.5 1.8 -0.4563
N -3.673275 -4.676068 6.349655 -2.3 1.3 2.0 -0.3585
H -3.236386 -7.027589 7.039425 0.0 0.1 -0.4 0.1924
H -2.278017 -7.558871 5.812720 0.6 0.1 -0.9 0.2653
H -4.480448 -4.902880 6.988095 1.5 0.4 -1.2 0.2410
H -3.710583 -3.805655 5.783663 -0.5 -0.7 0.7 0.2460
C -2.558888 1.237482 -3.846890 -0.3 -1.6 2.3 0.0171
O -3.199728 1.886955 -4.615239 -1.0 1.7 -1.8 -0.7299
N -2.835222 -0.076500 -3.654997 0.7 -0.2 0.3 0.0988
N -1.667793 1.802113 -2.928057 -0.2 1.7 -1.4 0.9194
H -2.404444 -0.546464 -2.885235 0.2 -0.5 0.1 -0.3082
H -3.632934 -0.497885 -4.088905 0.0 0.2 -0.3 0.2662
H -1.393782 2.683032 -3.391148 0.0 -0.3 0.4 -0.4736
H -0.854045 1.310625 -2.633236 0.3 -0.9 0.3 -0.2463
C 4.767636 -1.761148 2.844553 1.2 1.3 -2.4 0.7113
O 3.982597 -2.696556 3.013072 0.7 0.5 0.7 -0.7248
N 5.037490 -1.186656 1.583410 -1.1 -1.2 2.6 -0.2118
N 5.510106 -1.216667 3.821155 -0.4 0.5 1.3 -0.4836
H 4.683795 -1.695736 0.831112 -0.5 -0.6 -1.5 -0.0060
H 5.696131 -0.466018 1.417684 0.5 0.4 0.1 0.2109
H 5.932975 -0.294932 3.643155 -0.4 -0.9 0.4 0.2148
H 5.124657 -1.414210 4.752806 0.7 0.4 -0.5 0.2928
C -2.644245 -0.469648 6.407865 0.0 1.0 -1.4 0.4378
O -2.054548 -0.844317 5.385938 1.3 -0.2 -0.1 -0.7879
N -3.956048 -0.703409 6.460414 -0.5 -0.3 1.6 -0.3096
N -2.068514 0.315410 7.375440 -2.4 -1.2 0.4 -0.4211
H -4.250833 -1.471974 5.840114 -0.3 0.4 0.2 0.1959
H -4.323153 -0.592025 7.402415 -0.6 -0.3 -0.6 0.2253
H -1.182424 0.648360 7.165121 1.6 0.9 -0.2 0.1991
H -2.709034 0.860595 7.945681 0.6 -0.1 -0.2 0.2290
C -0.353068 3.913213 0.887897 1.2 -1.2 1.4 0.1681
O -0.169840 3.122333 1.881496 -0.9 -0.5 -1.0 -0.1109
N 0.653171 4.777045 0.633764 0.1 -2.0 0.7 -0.3641
N -1.406869 3.871669 0.083642 0.1 1.0 -0.3 0.0063
H 0.408196 5.617717 0.236616 0.0 2.1 -1.1 0.2223
H 1.559983 4.623705 1.074689 -0.6 0.4 0.2 0.0442
H -1.448836 4.555473 -0.662823 -0.1 -0.4 0.0 -0.0680
H -2.166778 3.214683 0.180009 -0.1 -0.3 0.3 -0.1531
C -4.430839 -2.585442 3.265086 -0.1 0.5 0.1 0.0878
O -4.705708 -2.641831 4.459600 0.0 -0.1 1.0 -0.8578
N -3.265855 -2.157527 2.763854 0.9 0.0 0.9 1.2739
N -5.291762 -2.938667 2.314224 -1.7 -0.4 -1.1 -0.2661
H -2.630983 -1.867882 3.481802 0.5 0.3 0.2 -0.3681
H -3.221631 -1.730841 1.859539 0.2 0.0 -0.2 -0.2791
H -6.278537 -2.808617 2.520010 0.4 -0.3 0.0 0.2932
H -4.994295 -2.720629 1.372887 -0.4 -0.1 -0.3 0.1975
C -1.447377 -5.219787 0.679864 2.0 0.2 -2.5 0.3683
O -0.238110 -4.740372 0.841515 -1.0 -0.8 -1.0 -0.1816
N -2.074061 -5.613443 1.743550 -2.6 -0.3 0.5 -0.2425
N -1.988971 -5.428588 -0.551680 1.8 1.2 0.9 0.0394
H -3.077052 -5.496172 1.684796 -0.1 -0.5 0.4 0.1992
H -1.710079 -5.512913 2.659569 0.4 0.3 1.0 0.2322
H -2.822270 -5.975724 -0.592357 -0.3 -0.2 -0.1 0.1598
H -1.487524 -5.098808 -1.465685 -0.7 -0.4 1.1 0.0369
C 1.184243 0.669593 5.161895 -2.1 0.1 -0.4 -0.0673
O 0.670031 1.034384 4.059203 0.6 -0.1 -0.3 -0.4359
N 0.563313 -0.262521 5.895522 0.9 0.1 0.1 -0.0589
N 2.238485 1.293555 5.640710 0.8 -0.3 0.9 -0.2357
H 1.069982 -0.705089 6.652607 -0.4 0.0 -0.2 0.1645
H -0.336233 -0.583146 5.531169 -0.3 -0.5 0.3 -0.0856
H 2.631413 1.979706 5.059922 0.7 1.2 -0.8 0.0686
H 2.361326 1.478474 6.623961 0.1 -0.2 0.1 0.2921
C -1.195002 3.500556 4.658767 -3.2 0.7 2.9 0.1597
O -1.789373 2.483332 4.233015 0.1 -0.6 -1.0 -0.1358
N 0.024473 3.839985 4.423394 2.7 2.0 0.8 0.8339
N -1.976179 4.293888 5.534834 0.8 -0.4 -0.6 -0.3793
H 0.407077 4.685496 4.912615 -0.5 -1.3 -1.0 -0.0436
H 0.682647 3.261234 3.897187 -0.6 0.3 0.2 -0.4986
H -2.889244 3.941266 5.822693 0.4 -0.2 -0.4 0.1426
H -1.567368 4.921642 6.216816 0.3 -0.1 -0.4 0.1949
C 2.932009 -5.849556 1.416431 -1.8 -1.2 0.9 -1.4796
C 2.811518 -4.562908 0.702884 -0.2 1.4 -1.2 0.4277
O 2.297508 -3.467378 1.489697 -1.1 -0.6 -0.5 -0.8030
H 1.944158 -6.267539 1.712837 0.5 0.3 -0.1 0.2383
H 3.528333 -5.768782 2.334527 0.1 0.0 -0.4 0.3569
H 3.339989 -6.569399 0.719948 0.4 -0.3 0.0 0.4292
H 2.148674 -4.501599 -0.220358 1.1 -0.7 1.0 -0.1464
H 3.851760 -4.336250 0.474499 0.0 0.6 -0.6 0.3529
H 2.929263 -3.142227 2.192692 0.5 0.0 0.0 0.3382
C 2.396533 0.644855 -0.646652 -1.2 0.5 0.6 -0.7766
C 1.956815 1.196548 0.705452 -2.7 -1.1 -1.4 0.4037
O 0.798805 0.365671 1.144175 1.3 0.5 0.8 1.2611
H 3.034473 1.396246 -1.080532 0.2 0.0 -0.7 0.7952
H 1.456706 0.435310 -1.202250 0.8 0.6 -0.2 -0.1108
H 2.863366 -0.310874 -0.590716 0.7 -0.6 0.3 -0.4331
H 1.514048 2.176987 0.592065 0.5 0.3 -0.1 -0.8184
H 2.652733 1.193902 1.477843 1.3 0.0 1.3 0.8309
H 0.462967 -0.035462 0.326252 -0.5 0.2 -0.1 -0.8012
C -4.793903 -3.660119 -2.393589 0.0 1.0 1.1 -0.9665
C -5.110852 -2.266931 -1.757878 1.1 -0.1 -2.5 0.1911
O -4.554737 -2.124106 -0.489650 -0.7 0.2 1.0 -0.4192
H -5.099069 -4.497410 -1.729438 0.0 0.6 -0.4 0.2029
H -3.724542 -3.706126 -2.554661 0.3 -0.2 -0.1 0.0940
H -5.296819 -3.705628 -3.342500 -0.2 -0.3 -0.4 0.4564
H -6.182412 -2.138643 -1.771956 -0.3 0.2 0.6 0.5192
H -4.682652 -1.435505 -2.438947 -0.7 -1.3 0.8 -0.2369
H -3.613608 -2.307261 -0.517767 0.5 -0.1 -0.1 -0.3585
C -5.048623 2.807605 0.026611 0.1 1.5 -0.6 -1.6638
C -4.516029 1.539008 0.639279 0.8 0.0 -1.0 0.7397
O -3.075977 1.468567 0.540721 0.5 0.2 0.2 0.9936
H -6.124832 2.759479 0.032254 -0.6 0.0 0.0 0.5286
H -4.758417 3.093931 -0.997752 0.1 -0.9 0.1 0.2883
H -4.782973 3.746440 0.557297 0.0 -0.7 0.4 0.2901
H -4.888973 0.624791 0.166456 -0.4 0.2 0.2 0.0971
H -4.791673 1.592353 1.684169 0.2 -0.5 0.4 -0.2623
H -2.743731 0.891406 -0.177870 -0.4 0.3 0.3 -0.5731
C 0.233907 -6.935976 -2.311742 -2.0 1.7 0.2 -1.2608
C 0.318667 -5.589640 -3.068827 -0.4 -0.5 -0.4 0.3794
O -0.781959 -4.687279 -2.822764 -0.3 -0.8 0.5 -0.6921
H 0.948173 -7.623821 -2.670369 1.1 -0.6 -0.2 0.4876
H -0.743716 -7.396864 -2.464616 -0.1 0.0 -0.1 0.3063
H 0.303740 -6.714063 -1.247762 0.4 -0.4 0.1 0.1264
H 0.286129 -5.779208 -4.147976 0.5 0.1 0.2 0.3825
H 1.247306 -5.173829 -2.740700 0.7 0.8 -0.3 -0.1251
H -0.607837 -3.753488 -2.602363 0.4 -0.2 -0.2 0.1582
C -6.125930 2.197027 4.289498 -1.5 -0.8 -0.1 -0.7896
C -5.228944 3.327487 4.659541 -0.9 -0.1 1.7 0.3488
O -5.038795 3.265811 6.110615 0.3 0.7 -0.5 -0.5503
H -5.548563 1.288131 4.219986 0.3 -0.5 0.5 -0.0006
H -6.490702 2.291640 3.241850 -0.4 0.3 0.8 0.2775
H -6.949448 2.038880 5.096968 1.2 0.4 -1.8 0.2977
H -5.652056 4.295998 4.459998 -0.2 0.4 -0.5 0.5168
H -4.284559 3.239454 4.193227 1.1 0.0 -0.6 -0.4155
H -5.489717 4.061535 6.421911 0.2 -0.4 0.4 0.3050
```
Positions in Å, forces in eV/Å.